A molecular structure, C26H36CuF3N4O2P2S, computed with ωB97M-V/def2-TZVPD.

The geometry in XYZ format:
```
75
C26H36CuF3N4O2P2S ωB97M-V/def2-TZVPD
Cu 0.21 0.07 0.09
C -1.44 2.78 1.31
P -1.58 0.97 1.19
C -3.02 0.74 0.10
N -4.19 1.18 0.50
C -5.24 1.01 -0.34
C -6.53 1.45 0.05
C -7.58 1.27 -0.80
C -7.40 0.66 -2.06
C -6.17 0.23 -2.47
C -5.06 0.40 -1.60
N -3.84 -0.01 -2.01
C -2.84 0.15 -1.17
P -1.15 -0.27 -1.73
C -0.97 0.86 -3.14
C -1.16 -2.02 -2.35
C -1.91 -2.10 -3.68
C 0.29 -2.46 -2.53
C -1.85 -2.88 -1.29
C -2.04 0.38 2.89
C -2.68 -1.00 2.72
C -0.76 0.29 3.72
C -3.02 1.34 3.58
H -2.40 3.22 1.55
H -1.09 3.18 0.35
H -0.71 3.04 2.08
H -6.64 1.92 1.02
H -8.57 1.61 -0.51
H -8.26 0.54 -2.72
H -6.01 -0.23 -3.43
H -1.87 0.83 -3.75
H -0.09 0.57 -3.71
H -0.81 1.87 -2.77
H -1.41 -1.53 -4.46
H -2.94 -1.76 -3.60
H -1.92 -3.15 -4.00
H 0.82 -1.84 -3.26
H 0.28 -3.49 -2.90
H 0.84 -2.44 -1.59
H -2.90 -2.61 -1.16
H -1.35 -2.82 -0.32
H -1.82 -3.92 -1.61
H -2.05 -1.69 2.16
H -3.65 -0.92 2.21
H -2.86 -1.43 3.70
H -0.03 -0.38 3.28
H -1.01 -0.07 4.72
H -0.30 1.28 3.84
H -3.93 1.48 3.01
H -2.57 2.31 3.77
H -3.28 0.91 4.55
C 2.12 -5.50 4.64
C 1.07 -4.92 3.75
C -0.21 -5.39 3.64
C -1.08 -4.72 2.77
N -0.71 -3.68 2.04
C 0.55 -3.21 2.14
S 1.21 -1.95 1.23
N 1.40 -3.84 3.01
C -2.50 -5.15 2.62
H 1.80 -6.46 5.03
H 2.32 -4.83 5.47
H 3.05 -5.64 4.09
H -0.53 -6.25 4.20
H 2.34 -3.46 3.06
H -2.66 -6.16 2.99
H -2.81 -5.08 1.58
H -3.14 -4.47 3.19
F 4.59 0.06 -2.42
C 3.96 0.89 -1.58
F 4.03 2.13 -2.09
F 4.62 0.89 -0.42
C 2.48 0.48 -1.43
O 1.82 0.38 -2.45
O 2.08 0.30 -0.22
```

Results
Molecular weight in g/mol: 651.15
Orbital gap (spin up / spin down) in eV: 7.54 / 6.65
Charge: +1
Relative energy (zero: lowest compared OMol25 entry of this formula, charge and spin) in eV: 0.000
Total energy in eV: -119804.281
Multiplicity: 2

Here are the Mulliken charges for atoms 1 to 4, given in e: -0.499 -1.667 1.509 -0.376

***

A single C26H36N2O6S molecule, computed with ωB97M-V/def2-TZVPD.

The geometry in XYZ format:
```
71
C26H36N2O6S ωB97M-V/def2-TZVPD
C -2.83 -4.26 -3.85
C -2.43 -3.21 -2.81
C -1.47 -3.80 -1.79
H -1.93 -4.68 -1.33
C -1.05 -2.84 -0.66
N -2.19 -2.51 0.17
C -2.17 -2.56 1.51
O -1.25 -3.00 2.17
C -3.45 -2.02 2.16
O -4.06 -1.00 1.39
C -3.36 0.14 1.16
C -3.92 1.03 0.24
C -3.25 2.18 -0.12
C -2.02 2.45 0.45
C -1.47 1.60 1.38
C -2.13 0.44 1.74
H -1.67 -0.22 2.46
H -0.51 1.85 1.82
S -1.01 3.82 -0.15
O -0.51 4.58 0.96
O -1.74 4.50 -1.18
C 0.32 2.86 -0.86
C 1.53 2.75 -0.20
C 2.49 1.85 -0.64
C 2.21 1.05 -1.75
C 1.01 1.21 -2.44
C 0.06 2.10 -1.99
H -0.88 2.23 -2.50
H 0.83 0.60 -3.32
O 3.04 0.09 -2.24
C 4.33 -0.04 -1.68
H 4.85 -0.75 -2.32
H 4.88 0.91 -1.70
C 4.37 -0.59 -0.24
O 5.29 -0.32 0.50
N 3.34 -1.39 0.07
H 2.62 -1.57 -0.61
C 3.25 -2.10 1.34
C 3.27 -3.61 1.08
H 4.17 -3.89 0.54
H 3.24 -4.14 2.03
H 2.40 -3.90 0.50
H 4.15 -1.81 1.89
C 2.00 -1.70 2.13
C 1.81 -0.19 2.28
C 2.96 0.49 3.01
H 2.73 1.55 3.16
H 3.88 0.42 2.45
H 3.11 0.04 3.99
H 0.89 -0.03 2.84
H 1.68 0.26 1.30
H 1.12 -2.13 1.66
H 2.08 -2.15 3.12
H 3.42 1.76 -0.11
H 1.71 3.36 0.67
H -3.65 2.87 -0.84
H -4.88 0.79 -0.18
H -3.23 -1.69 3.18
H -4.19 -2.83 2.20
H -2.99 -2.09 -0.28
C -0.40 -1.55 -1.18
H -0.01 -0.97 -0.35
H -1.13 -0.93 -1.70
H 0.41 -1.79 -1.86
H -0.35 -3.36 0.00
H -0.56 -4.13 -2.30
H -3.34 -2.85 -2.32
H -1.97 -2.37 -3.32
H -3.32 -5.10 -3.37
H -1.95 -4.63 -4.38
H -3.51 -3.83 -4.58
```

Results
Molecular weight in g/mol: 504.65
Orbital gap in eV: 9.42
Charge: 0
Relative energy (zero: lowest compared OMol25 entry of this formula, charge and spin) in eV: 0.000
SMILES: CCC[C@@H](C)NC(=O)COc1ccc(S(=O)(=O)c2ccc(OCC(=O)N[C@H](C)CCC)cc2)cc1
Total energy in eV: -53647.684
Multiplicity: 1

Here are the natural (NBO) charges for atoms 1 to 4, given in e: -0.597 -0.400 -0.399 0.209

***

A molecular structure, C26H36N3O4P2Tl in a non-equilibrium geometry, computed with ωB97M-V/def2-TZVPD.

The geometry in XYZ format:
```
72
C26H36N3O4P2Tl ωB97M-V/def2-TZVPD
C -0.36 -0.20 -4.40
C -0.38 0.23 -3.05
N 0.13 -0.63 -2.11
C 0.69 -1.81 -2.42
C 0.70 -2.27 -3.74
C 0.16 -1.45 -4.74
C -0.97 1.47 -2.64
P -0.72 2.04 -0.97
Tl 0.15 0.04 -0.01
P 0.85 -2.16 0.39
C 1.41 -2.58 -1.32
O -3.44 -0.04 -2.19
O -2.72 -2.42 -1.13
H -0.77 0.46 -5.17
H 1.16 -3.24 -3.97
H 0.16 -1.77 -5.78
C 0.44 3.43 -0.88
C -2.29 2.72 -0.34
H 1.36 -3.67 -1.50
H 2.49 -2.29 -1.36
H -2.62 0.52 -2.36
H -1.25 2.19 -3.42
C 2.29 -2.35 1.47
C -0.34 -3.44 0.86
H -1.45 -0.09 0.44
H -3.45 -2.46 -0.48
H -2.94 -1.60 -1.64
H -3.88 -0.07 -3.06
H 1.54 0.50 -0.15
H -1.34 -0.80 -0.22
H 0.06 4.28 -1.47
H 0.57 3.74 0.17
H 1.42 3.12 -1.28
H -2.56 3.63 -0.90
H -3.09 1.97 -0.46
H -2.18 2.97 0.73
H 0.15 -4.44 0.84
H -0.71 -3.24 1.88
H -1.18 -3.41 0.15
H 2.67 -3.39 1.43
H 3.08 -1.65 1.16
H 1.99 -2.11 2.50
O -1.89 -0.43 2.83
C -0.81 0.05 3.07
N -0.39 0.50 4.32
C 0.91 1.09 4.22
C 1.22 0.82 2.76
O 2.27 1.14 2.18
N 0.19 0.25 2.15
C 0.77 2.61 4.51
C 1.06 3.61 3.57
C 0.91 4.96 3.89
C 0.45 5.33 5.15
C 0.15 4.35 6.09
C 0.31 3.00 5.78
C 1.91 0.37 5.13
C 2.82 1.07 5.94
C 3.72 0.39 6.76
C 3.73 -1.00 6.77
C 2.84 -1.71 5.97
C 1.94 -1.03 5.15
H -1.00 0.45 5.13
H 1.42 3.37 2.56
H 1.14 5.72 3.15
H 0.33 6.39 5.40
H -0.20 4.65 7.08
H 0.06 2.26 6.54
H 2.85 2.16 5.96
H 4.42 0.94 7.38
H 4.44 -1.54 7.41
H 2.85 -2.80 5.98
H 1.24 -1.61 4.55
```

Results
Molecular weight in g/mol: 720.92
Orbital gap in eV: 6.87
Charge: 0
Relative energy (zero: lowest compared OMol25 entry of this formula, charge and spin) in eV: 5.587
Total energy in eV: -63471.136
Multiplicity: 1

Here are the Mulliken charges for atoms 1 to 4, given in e: -1.335 0.805 -0.075 0.846

***

A single C26H36N6O2 molecule, computed with ωB97M-V/def2-TZVPD.

The geometry in XYZ format:
```
70
C26H36N6O2 ωB97M-V/def2-TZVPD
C -3.26 -2.46 2.05
H -2.42 -2.84 2.62
H -3.08 -1.42 1.81
H -4.16 -2.53 2.66
C -3.46 -3.29 0.77
N -2.42 -3.20 -0.23
C -2.33 -1.93 -0.91
C -1.45 -2.12 -2.15
N -0.11 -2.58 -1.84
C 0.79 -1.56 -1.34
H 0.77 -1.44 -0.25
H 0.52 -0.60 -1.79
C 2.23 -1.89 -1.78
N 3.12 -0.78 -1.60
C 4.09 -0.75 -0.65
O 4.32 -1.69 0.08
C 4.83 0.58 -0.57
H 4.68 1.15 -1.48
H 5.89 0.39 -0.44
C 4.29 1.38 0.63
C 2.79 1.35 0.69
C 2.09 0.62 1.62
C 0.67 0.71 1.58
C 0.05 1.48 0.58
N 0.74 2.22 -0.32
C 2.14 2.16 -0.32
O 2.75 2.80 -1.18
C 0.12 3.18 -1.20
H -0.31 2.70 -2.08
H -0.66 3.73 -0.67
H 0.90 3.86 -1.52
N -1.29 1.38 0.77
N -1.55 0.61 1.85
C -0.41 0.20 2.35
C -0.41 -0.66 3.57
H 0.18 -0.20 4.35
H -0.01 -1.65 3.35
H -1.44 -0.76 3.91
C -2.39 1.85 0.02
C -2.51 1.56 -1.33
C -3.63 2.00 -2.02
C -4.62 2.71 -1.37
C -4.51 2.97 -0.01
C -3.39 2.54 0.69
H -3.30 2.72 1.75
H -5.29 3.51 0.51
H -5.49 3.05 -1.91
H -3.72 1.77 -3.07
H -1.76 0.97 -1.83
C 2.79 -0.23 2.63
H 3.48 -0.91 2.12
H 3.36 0.38 3.32
H 2.08 -0.82 3.19
H 4.71 0.97 1.55
H 4.62 2.41 0.52
H 2.94 0.06 -2.13
H 2.21 -2.19 -2.83
H 2.64 -2.71 -1.19
C -0.19 -3.77 -1.01
C -1.10 -3.60 0.21
H -1.18 -4.56 0.74
H -0.65 -2.86 0.90
H 0.81 -4.06 -0.70
H -0.60 -4.57 -1.64
H -1.39 -1.20 -2.73
H -1.91 -2.89 -2.78
H -3.33 -1.62 -1.21
H -1.90 -1.14 -0.27
H -4.39 -3.00 0.29
H -3.55 -4.35 1.05
```

Results
Molecular weight in g/mol: 464.61
Orbital gap in eV: 8.49
Charge: 0
Relative energy (zero: lowest compared OMol25 entry of this formula, charge and spin) in eV: 0.098
SMILES: CCN1CCN(CCNC(=O)CCc2c(C)c3c(C)nn(-c4ccccc4)c3n(C)c2=O)CC1
Total energy in eV: -40583.114
Multiplicity: 1

Here are the natural (NBO) charges for atoms 1 to 4, given in e: -0.650 0.197 0.227 0.212

***

10 unconnected molecules or ions with the total composition C26H37Br2F3N6O12 in a non-equilibrium geometry, computed with ωB97M-V/def2-TZVPD.

The geometry in XYZ format:
```
86
C26H37Br2F3N6O12 ωB97M-V/def2-TZVPD
C -23.16 16.65 -4.24
N -24.25 15.67 -4.05
O -23.99 14.70 -3.28
O -25.26 15.78 -4.69
H -23.04 17.14 -3.27
H -23.36 17.37 -5.03
H -22.21 16.12 -4.37
C -30.35 26.80 -8.36
N -29.89 26.91 -6.92
O -28.82 27.30 -6.66
O -30.74 26.62 -6.06
H -29.53 26.76 -9.07
H -30.89 27.73 -8.52
H -31.02 25.94 -8.44
C -15.83 26.15 0.22
N -15.03 27.04 1.04
O -15.50 27.75 1.93
O -13.82 27.15 0.73
H -15.54 25.13 0.49
H -15.44 26.47 -0.74
H -16.91 26.30 0.31
C -24.51 23.49 -1.52
N -25.00 22.30 -0.78
O -24.61 22.15 0.39
O -25.97 21.73 -1.28
H -25.34 24.14 -1.80
H -24.01 23.11 -2.41
H -23.73 23.95 -0.92
C -22.11 18.14 5.74
N -21.70 16.80 6.21
O -21.07 16.81 7.28
O -21.86 15.86 5.45
H -21.38 18.94 5.91
H -23.08 18.35 6.19
H -22.41 18.03 4.70
C -16.89 22.52 -5.80
N -18.09 21.76 -5.38
O -18.17 21.52 -4.17
O -18.87 21.44 -6.21
H -17.04 22.98 -6.78
H -16.09 21.79 -5.93
H -16.44 23.17 -5.06
Br -32.78 16.77 -1.37
C -33.37 17.71 -3.01
C -32.32 18.63 -3.63
Br -33.11 19.33 -5.26
H -34.17 18.42 -2.82
H -33.82 16.90 -3.59
H -31.39 18.13 -3.90
H -32.10 19.41 -2.91
F -35.35 22.84 2.11
C -34.31 23.65 2.50
C -33.04 23.11 2.38
C -31.97 23.88 2.69
C -32.16 25.20 3.14
C -33.47 25.80 3.21
C -34.54 24.97 2.89
H -32.88 22.10 2.03
H -31.00 23.40 2.64
H -31.26 25.75 3.38
H -33.66 26.81 3.52
H -35.54 25.35 3.00
F -27.49 16.20 3.58
C -27.71 15.84 4.86
C -27.34 14.64 5.41
C -27.47 14.43 6.78
C -28.06 15.37 7.53
C -28.31 16.64 7.07
C -28.20 16.87 5.70
H -26.96 13.88 4.74
H -27.35 13.48 7.26
H -28.13 15.28 8.60
H -28.71 17.40 7.73
H -28.38 17.79 5.16
F -25.58 29.49 0.26
C -24.34 29.79 0.79
C -23.78 30.98 0.40
C -22.50 31.23 0.84
C -21.88 30.45 1.83
C -22.50 29.32 2.29
C -23.73 28.97 1.71
H -24.12 31.64 -0.38
H -21.94 32.07 0.45
H -20.88 30.72 2.14
H -22.07 28.60 2.97
H -24.24 28.11 2.12
```

Results
Molecular weight in g/mol: 842.41
Orbital gap in eV: 8.89
Charge: 0
SMILES: C[N+](=O)[O-].C[N+](=O)[O-].C[N+](=O)[O-].C[N+](=O)[O-].C[N+](=O)[O-].C[N+](=O)[O-].Fc1ccccc1.Fc1ccccc1.Fc1ccccc1.BrCCBr
Total energy in eV: -209290.284
Multiplicity: 1

Here are the Mulliken charges for atoms 1 to 4, given in e: -0.686 0.807 -0.502 -0.488

***

A molecular structure, C26H37ClLaN2O2 in a non-equilibrium geometry, computed with ωB97M-V/def2-TZVPD.

The geometry in XYZ format:
```
69
C26H37ClLaN2O2 ωB97M-V/def2-TZVPD
La -0.81 0.46 -0.12
Cl -3.09 1.42 -0.28
N -0.48 -0.72 -2.14
N 0.01 1.20 1.96
C -0.40 -0.01 -3.23
C 0.21 2.48 2.10
C -1.28 -1.92 -2.42
C -1.97 -1.53 -3.79
C -2.28 -2.14 -1.26
C -0.32 -3.17 -2.41
H -2.94 -1.24 -1.18
H -1.65 -2.33 -0.34
H -2.88 -3.04 -1.48
H 0.46 -3.11 -3.23
H -0.88 -4.15 -2.53
H 0.15 -3.17 -1.38
C -0.59 0.68 3.20
C -1.05 2.02 3.91
C 0.48 -0.21 3.95
C -1.76 -0.26 2.85
H -2.51 0.30 2.24
H -2.22 -0.62 3.78
H -1.29 -1.13 2.30
H 1.39 0.40 4.24
H 0.74 -1.02 3.21
H 0.06 -0.70 4.87
O -0.32 3.06 3.19
H -0.88 1.99 5.01
H -2.17 2.12 3.77
O -1.17 -0.41 -4.26
H -3.03 -1.23 -3.57
H -2.02 -2.40 -4.48
C 0.61 1.06 -3.49
C 1.12 3.31 1.25
C 0.87 3.34 -0.28
H 2.10 2.84 1.31
H 1.23 4.34 1.63
C 1.07 2.08 -1.09
C 0.64 2.27 -2.53
H 1.44 1.02 -0.64
C 0.41 3.55 -3.10
C 0.42 4.68 -2.26
C 0.23 3.80 -4.61
C 0.64 4.60 -0.87
H 0.19 5.65 -2.70
C 0.70 5.94 -0.10
H 0.51 6.85 -0.71
H 1.72 6.05 0.31
H -0.04 5.98 0.73
H 1.16 3.47 -5.12
H 0.07 4.86 -4.90
H -0.64 3.23 -5.03
H 0.61 1.41 -4.53
H 1.59 0.61 -3.29
C 0.12 -4.36 2.84
C 1.15 -4.01 1.77
C 2.56 -3.85 2.36
C 1.14 -5.04 0.63
C 0.75 -2.68 1.18
C 0.35 -1.63 0.70
H 0.35 -5.32 3.31
H -0.88 -4.50 2.42
H 0.13 -3.64 3.67
H 2.90 -4.79 2.80
H 3.28 -3.62 1.57
H 2.57 -3.12 3.18
H 0.14 -5.18 0.22
H 1.90 -4.81 -0.12
H 1.42 -6.03 1.01
```

Results
Molecular weight in g/mol: 583.95
Orbital gap (spin up / spin down) in eV: 3.55 / 2.79
Charge: -1
Relative energy (zero: lowest compared OMol25 entry of this formula, charge and spin) in eV: 0.000
Total energy in eV: -48017.086
Multiplicity: 1

Here are the Mulliken charges for atoms 1 to 4, given in e: 1.038 -0.609 -0.344 -0.164

***

Which value of charge does entry 4 give? 0

***

Look up the total energy of the first one. -119804.281 eV

***

molecular weight of number 2 (C26H36N2O6S)? 504.65 g/mol

***

What is the formula in the fourth record? C26H36N6O2